The following is a DFT calculation (the ωB97M-V functional and the def2-TZVPD basis) of an isolated molecule of C6H12O2.

The orbital gap comes out at 8.367 eV. The HOMO energy is -0.2852 hartree. As for the SMILES: CC[C@@H](C)C=C(O)O.

```
! RIJCOSX wB97M-V def2-TZVPD def2/J DEFGRID3
* xyz 0 1
C -1.804 0.652 -0.028
C -0.650 1.204 0.783
C 0.548 0.057 1.148
C 0.099 -1.369 1.350
C 1.202 0.421 -0.123
C 1.200 -0.217 -1.316
O 0.377 -1.282 -1.606
O 1.721 0.429 -2.413
H -2.580 1.406 -0.128
H -1.468 0.406 -1.041
H -2.261 -0.225 0.434
H -0.344 2.166 0.364
H -1.002 1.460 1.787
H 1.119 0.438 1.997
H -0.469 -1.455 2.274
H -0.515 -1.723 0.533
H 0.971 -2.027 1.388
H 1.850 1.290 -0.087
H 0.870 -1.927 -2.141
H 1.136 0.295 -3.175
*
```



The following is a DFT calculation (the ωB97M-V functional and the def2-TZVPD basis) of a structure of composition C3H6CoO4.

The orbital gap (alpha / beta) comes out at 12.625 / 6.349 eV. The HOMO energy (alpha / beta) is -0.9749 / -0.9540 hartree.

```
! RIJCOSX wB97M-V def2-TZVPD def2/J DEFGRID3
* xyz 3 5
O -1.964 0.008 -0.032
C -0.724 0.154 0.327
C -2.530 1.301 -0.350
O 1.983 -2.518 0.098
O -0.265 1.372 0.190
C -1.313 2.234 -0.307
Co 1.746 -0.842 0.885
H -3.282 1.532 0.411
H -2.994 1.234 -1.338
H -1.426 3.068 0.391
H -0.997 2.590 -1.293
O -0.070 -0.727 0.896
H 2.767 -3.079 0.123
H 1.182 -3.089 -0.105
*
```



The following is a DFT calculation (the ωB97M-V functional and the def2-TZVPD basis) of a cluster of 2 separate species, C9H14O in total.

The orbital gap comes out at 8.910 eV. The HOMO energy is -0.2982 hartree. As for the SMILES: Cc1ccc(O)cc1.CC.

```
! RIJCOSX wB97M-V def2-TZVPD def2/J DEFGRID3
* xyz 0 1
C 0.098 -2.509 1.358
C -0.166 -1.038 1.418
C -1.365 -0.472 1.918
C -1.723 0.859 1.672
C -0.816 1.640 1.076
O -1.200 2.912 0.843
C 0.470 1.106 0.694
C 0.804 -0.231 0.702
H 0.014 -2.885 0.317
H -0.617 -3.199 1.857
H 1.143 -2.618 1.873
H -2.003 -0.989 2.554
H -2.776 1.032 1.826
H -0.513 3.467 0.373
H 1.174 1.825 0.261
H 1.805 -0.606 0.400
C 0.814 -0.588 -2.282
C 0.558 0.986 -2.509
H 0.922 -1.124 -3.244
H 1.710 -0.732 -1.568
H -0.097 -1.185 -1.746
H 0.178 1.548 -1.700
H -0.062 1.283 -3.426
H 1.649 1.518 -2.668
*
```



Summary of molar mass in g/mol
116.160, 165.010, 138.210
(order as listed above)
Summary of energy in eV
-10509.9017, -48986.5109, -11605.5549
(order as listed above)
Summary of largest force on an atom in eV Å⁻¹
3.66, 3.27, 3.66
(order as listed above)